No. 1
{"formula": "C3H9N2O", "method": "ωB97M-V with the def2-TZVPD basis set", "elements": ["C", "N", "C", "O", "C", "N", "H", "H", "H", "H", "H", "H", "H", "H", "H"], "positions_angstrom": [[-2.171, 0.001, -0.303], [-1.286, -0.019, 0.890], [0.063, -0.088, 0.940], [0.760, 0.019, 1.917], [0.708, -0.155, -0.448], [2.198, -0.118, -0.219], [-2.304, -1.006, -0.694], [-3.132, 0.403, -0.004], [-1.764, 0.627, -1.093], [-1.694, 0.656, 1.526], [0.461, -0.851, -1.261], [0.466, 0.800, -0.895], [2.758, -0.304, -1.049], [2.467, 0.794, 0.157], [2.469, -0.761, 0.535]], "orbital_gap_ev": 10.5, "total_charge": 1, "e_above_lowest_kcal_mol": 27.1}

***

No. 2
{"formula": "C3H9N2O", "method": "ωB97M-V with the def2-TZVPD basis set", "elements": ["C", "C", "C", "N", "N", "O", "H", "H", "H", "H", "H", "H", "H", "H", "H"], "positions_angstrom": [[-0.389, -0.399, 1.435], [-0.061, 0.249, -2.372], [0.985, 1.034, -1.677], [-1.537, -0.423, 2.008], [0.723, -0.892, 1.883], [1.117, 1.078, -0.485], [-0.269, -0.469, -1.573], [0.387, -0.191, -3.290], [-0.936, 0.739, -2.648], [1.595, 1.565, -2.399], [-2.087, 0.040, 1.306], [-1.537, -0.301, 2.983], [1.615, -0.477, 1.588], [0.878, -1.614, 2.653], [-0.484, 0.061, 0.588]], "orbital_gap_ev": 10.0, "total_charge": 1, "e_above_lowest_kcal_mol": 54.0}

***

No. 3
{"formula": "C3H9N2O", "method": "ωB97M-V with the def2-TZVPD basis set", "elements": ["C", "C", "C", "N", "N", "O", "H", "H", "H", "H", "H", "H", "H", "H", "H"], "positions_angstrom": [[0.355, -1.175, -0.211], [-1.060, 0.988, -0.553], [1.227, -0.112, 0.397], [-0.222, 1.570, 0.265], [-1.023, -0.795, 0.168], [2.204, 0.317, -0.237], [0.295, -1.076, -1.407], [0.654, -2.196, 0.061], [-2.127, 1.059, -0.505], [-0.638, 0.725, -1.574], [1.081, -0.054, 1.440], [-0.619, 2.065, 0.992], [-1.687, -1.264, -0.473], [-1.256, -0.953, 1.202], [2.818, 0.902, 0.434]], "orbital_gap_ev": 9.2, "total_charge": 1, "e_above_lowest_kcal_mol": 109.7}

***

No. 4
{"formula": "C3H9N2O", "method": "ωB97M-V with the def2-TZVPD basis set", "elements": ["C", "C", "C", "N", "N", "O", "H", "H", "H", "H", "H", "H", "H", "H", "H"], "positions_angstrom": [[-0.980, 0.510, 0.744], [-2.107, 1.350, 1.314], [2.414, -1.172, -2.104], [-0.387, -0.428, 1.349], [1.543, -0.472, -1.476], [0.467, -1.197, 0.786], [-0.712, 0.707, -0.207], [-2.879, 1.015, 0.630], [-1.835, 2.452, 1.389], [-2.541, 1.122, 2.253], [3.121, -1.806, -1.609], [2.535, -1.116, -3.097], [0.960, -0.575, -0.172], [-0.641, -0.518, 2.329], [1.041, 0.130, -2.129]], "orbital_gap_ev": [6.9, 9.2], "total_charge": 1, "multiplicity": 3, "e_above_lowest_kcal_mol": 79.4}

***

No. 5
{"formula": "C3H9N2O", "method": "ωB97M-V with the def2-TZVPD basis set", "elements": ["C", "C", "C", "N", "N", "O", "H", "H", "H", "H", "H", "H", "H", "H", "H"], "positions_angstrom": [[-0.146, -1.887, 0.027], [1.237, 0.117, 0.352], [-1.350, 1.564, 0.082], [-0.062, -0.420, -0.028], [-1.192, 0.165, -0.161], [-2.383, -0.535, -0.409], [-0.957, -2.264, -0.673], [0.719, -2.412, -0.098], [-0.437, -2.012, 1.099], [1.624, -0.724, 0.962], [1.910, 0.232, -0.448], [1.311, 1.005, 0.928], [-2.450, 1.769, 0.050], [-0.946, 2.148, -0.735], [-1.020, 1.980, 1.016]], "orbital_gap_ev": [10.5, 8.5], "total_charge": 1, "multiplicity": 3, "e_above_lowest_kcal_mol": 66.7}

***

No. 6
{"formula": "C3H9N2O2", "method": "ωB97M-V with the def2-TZVPD basis set", "elements": ["C", "C", "C", "N", "N", "O", "O", "H", "H", "H", "H", "H", "H", "H", "H", "H"], "positions_angstrom": [[-0.619, 0.721, -0.901], [0.580, -1.782, 1.091], [0.328, -0.352, 1.414], [-1.877, 1.237, -0.597], [0.341, 1.240, -1.903], [-1.654, -0.130, -1.035], [0.694, 0.582, 0.465], [1.684, -1.880, 0.956], [0.258, -2.403, 1.944], [-0.064, -2.150, 0.178], [1.059, -0.116, 2.126], [-0.517, -0.104, 1.958], [-2.014, 1.273, 0.504], [0.163, 0.729, -2.749], [1.309, 0.874, -1.469], [0.330, 2.261, -1.980]], "orbital_gap_ev": 10.7, "total_charge": 1, "e_above_lowest_kcal_mol": 174.7}

***

No. 7
{"formula": "C3H9N2O2", "method": "ωB97M-V with the def2-TZVPD basis set", "elements": ["C", "N", "C", "N", "H", "H", "H", "H", "H", "H", "H", "O", "C", "O", "H", "H"], "positions_angstrom": [[-0.958, 0.067, 3.148], [-0.857, -0.721, -0.439], [-0.576, -0.261, 0.749], [-1.356, -0.330, 1.792], [-1.743, 0.682, 3.582], [-0.038, 0.644, 3.099], [-0.786, -0.813, 3.762], [-1.763, -1.130, -0.612], [-0.257, -0.505, -1.241], [0.394, 0.194, 0.908], [-2.262, -0.769, 1.704], [0.872, -0.138, -2.548], [1.865, 0.274, -3.083], [1.909, 1.481, -3.625], [2.784, -0.317, -3.163], [2.773, 1.643, -4.033]], "orbital_gap_ev": 11.7, "total_charge": 1, "e_above_lowest_kcal_mol": 9.5}

***

No. 8
{"formula": "C3H9N2O2", "method": "ωB97M-V with the def2-TZVPD basis set", "elements": ["C", "C", "C", "N", "N", "O", "O", "H", "H", "H", "H", "H", "H", "H", "H", "H"], "positions_angstrom": [[0.252, -1.999, 0.212], [0.037, 0.197, 1.516], [0.636, -0.548, 0.059], [0.110, 2.088, -1.150], [-0.111, 0.155, -0.878], [-1.050, 2.334, -1.650], [-1.279, 0.103, -1.040], [-0.889, -2.110, 0.366], [0.710, -2.503, -0.629], [0.840, -2.331, 1.091], [-1.103, 0.154, 1.483], [0.366, 1.214, 1.487], [0.445, -0.429, 2.278], [1.695, -0.174, 0.098], [0.969, 2.397, -1.667], [-1.627, 1.453, -1.576]], "orbital_gap_ev": [8.9, 7.6], "total_charge": 1, "e_above_lowest_kcal_mol": 209.1}

***

No. 9
{"formula": "C3H9N2O2S", "method": "ωB97M-V with the def2-TZVPD basis set", "elements": ["C", "C", "C", "N", "N", "O", "O", "S", "H", "H", "H", "H", "H", "H", "H", "H", "H"], "positions_angstrom": [[-2.265, 0.099, 0.032], [-2.730, -0.425, -1.313], [2.271, 0.004, 0.449], [3.774, -0.176, 0.713], [1.858, 0.731, -0.563], [-3.236, -0.155, 0.946], [-1.167, 0.561, 0.265], [1.244, -0.731, 1.607], [-3.420, -1.354, -1.117], [-3.367, 0.297, -1.850], [-1.941, -0.689, -1.851], [4.402, 0.083, -0.033], [4.005, -0.436, 1.636], [2.429, 1.334, -1.074], [0.930, 0.521, -1.039], [-2.972, 0.244, 1.784], [0.187, 0.091, 1.409]], "orbital_gap_ev": 10.6, "total_charge": 1, "e_above_lowest_kcal_mol": 0.0}

***

No. 10
{"formula": "C3H9N2O7S2", "method": "ωB97M-V with the def2-TZVPD basis set", "elements": ["C", "C", "C", "N", "N", "O", "S", "O", "O", "O", "S", "O", "O", "O", "H", "H", "H", "H", "H", "H", "H", "H", "H"], "positions_angstrom": [[1.214, 1.654, -1.067], [1.245, 0.672, 0.158], [1.296, -0.764, -0.427], [0.182, -0.964, -1.294], [2.584, -0.862, -1.085], [1.521, -1.683, 0.657], [-0.289, 0.808, 0.978], [-0.502, 2.212, 1.382], [-0.479, -0.249, 1.997], [-1.848, 0.553, 0.108], [-2.946, -0.325, 0.773], [-4.171, 0.167, 0.294], [-2.727, -1.695, 0.592], [-2.903, -0.010, 2.348], [0.515, 1.565, -1.909], [1.043, 2.629, -0.873], [2.110, 1.774, -1.584], [0.013, -1.972, -1.292], [-0.653, -0.436, -1.015], [3.413, -0.846, -0.541], [2.464, -0.321, -1.891], [0.818, -1.769, 1.298], [-1.901, -0.139, 2.390]], "orbital_gap_ev": 8.7, "total_charge": -1, "e_above_lowest_kcal_mol": 38.7}

***

No. 11
{"formula": "C3H9N2OS", "method": "ωB97M-V with the def2-TZVPD basis set", "elements": ["C", "C", "C", "N", "N", "O", "S", "H", "H", "H", "H", "H", "H", "H", "H", "H"], "positions_angstrom": [[-1.656, 2.776, 0.593], [0.769, -2.323, 0.594], [1.590, -1.715, -0.499], [-1.692, 1.610, 0.217], [-1.919, 3.876, 0.868], [0.068, 0.513, -1.221], [1.725, 0.055, -0.845], [0.481, -1.527, 1.189], [-0.120, -2.758, 0.170], [1.262, -3.052, 1.223], [1.542, -2.203, -1.414], [2.717, -1.911, -0.509], [-2.272, 0.871, 0.588], [-0.805, 1.053, -0.322], [-1.699, 4.546, 1.492], [0.010, 0.189, -2.124]], "orbital_gap_ev": 9.5, "total_charge": 1, "e_above_lowest_kcal_mol": 75.5}

***

No. 12
{"formula": "C3H9N2OS", "method": "ωB97M-V with the def2-TZVPD basis set", "elements": ["C", "C", "C", "N", "N", "O", "S", "H", "H", "H", "H", "H", "H", "H", "H", "H"], "positions_angstrom": [[1.489, -1.345, -0.556], [-0.491, 2.015, -1.210], [1.239, -0.436, 0.634], [2.397, -2.377, -0.344], [-0.823, 0.815, -0.427], [0.901, -1.296, -1.601], [2.476, 0.728, 0.687], [-0.815, 1.983, -2.250], [-0.972, 2.898, -0.721], [0.656, 2.034, -1.122], [0.628, -0.963, 1.380], [3.037, -2.460, 0.462], [2.425, -3.063, -1.030], [-1.029, 0.014, -1.026], [-1.610, 0.912, 0.214], [2.289, 1.283, 1.946]], "orbital_gap_ev": [7.8, 7.8], "total_charge": 1, "e_above_lowest_kcal_mol": 64.3}